{"formula": "C20H64N8O12", "method": "wB97M-V/def2-TZVPD", "species": ["O", "O", "O", "O", "O", "O", "O", "O", "O", "O", "O", "O", "N", "N", "N", "N", "N", "N", "N", "N", "C", "C", "C", "C", "C", "C", "C", "C", "C", "C", "C", "C", "C", "C", "C", "C", "C", "C", "C", "C", "H", "H", "H", "H", "H", "H", "H", "H", "H", "H", "H", "H", "H", "H", "H", "H", "H", "H", "H", "H", "H", "H", "H", "H", "H", "H", "H", "H", "H", "H", "H", "H", "H", "H", "H", "H", "H", "H", "H", "H", "H", "H", "H", "H", "H", "H", "H", "H", "H", "H", "H", "H", "H", "H", "H", "H", "H", "H", "H", "H", "H", "H", "H", "H"], "coordinates": [[-4.35, -2.64, 3.15], [-0.81, -0.10, -1.17], [1.63, 4.38, -0.14], [-3.08, 1.00, 2.33], [-5.32, 1.53, 0.91], [0.23, -5.59, -1.29], [0.51, -3.36, 2.55], [1.66, -5.18, 0.84], [-1.39, -1.33, -3.50], [3.51, 2.53, -2.53], [3.38, 2.18, 0.35], [-2.16, 1.95, 0.09], [-2.25, -1.93, 2.52], [4.93, 0.73, -0.28], [0.08, -3.32, -0.98], [-1.03, -4.39, -2.76], [-2.48, -3.96, 3.41], [5.13, 1.92, 1.72], [-3.68, 3.21, -0.94], [-1.49, 3.78, -1.21], [2.38, 5.18, -1.13], [4.43, 1.57, 0.59], [3.74, 5.72, -0.46], [3.03, -5.32, 0.45], [0.70, 0.29, 0.67], [3.78, -4.03, 0.36], [2.67, 2.84, -4.75], [0.59, 0.18, -0.84], [-2.36, 2.94, -0.62], [2.52, -2.85, 4.11], [2.35, 2.33, -3.36], [-2.28, -0.57, -4.27], [-5.46, -0.38, -0.68], [-3.15, -2.83, 3.01], [-5.94, 0.30, 0.53], [-1.55, 1.92, 3.91], [-2.64, 0.85, -3.72], [-3.03, 1.56, 3.61], [-0.19, -4.49, -1.66], [1.12, -3.43, 3.84], [-0.48, 3.82, -1.05], [-1.37, -0.89, -2.65], [0.14, 1.19, 0.99], [0.24, -0.61, 1.18], [2.12, 3.57, 0.11], [1.10, -5.37, 0.00], [-4.35, -0.57, -0.67], [2.12, 1.30, -3.60], [5.85, 0.38, -0.17], [0.44, -3.34, -0.06], [-0.89, -5.03, -3.47], [4.38, 4.97, 0.01], [-7.07, 0.48, 0.36], [-3.29, 0.79, -2.81], [-5.79, 0.07, -1.62], [-1.86, -0.55, -5.30], [3.26, -3.44, 3.55], [3.07, -5.88, -0.50], [-3.33, 0.85, 4.39], [0.48, -2.93, 4.52], [0.91, 1.13, -1.34], [1.14, -4.49, 4.09], [2.68, -1.85, 3.80], [3.53, -3.34, -0.44], [3.75, -3.43, 1.23], [1.03, -3.93, 1.95], [-3.96, 4.13, -1.20], [4.82, -4.23, 0.18], [1.83, 6.04, -1.48], [4.57, 2.39, 2.43], [-4.33, 2.56, -0.49], [1.71, 0.42, 1.07], [-2.60, -1.11, 2.11], [-5.99, -1.31, -0.60], [3.28, 2.34, -1.60], [3.55, -5.98, 1.12], [-4.64, 1.30, 1.55], [-0.89, 1.11, 3.60], [4.31, 6.12, -1.33], [2.90, 3.90, -4.84], [-1.52, -3.97, 3.23], [4.64, 0.87, -1.23], [-1.29, -2.16, 2.43], [1.78, 2.68, -5.44], [2.67, 4.53, -1.99], [-1.32, 0.63, -0.85], [1.21, -0.57, -1.32], [-1.84, 4.45, -1.96], [-3.03, -4.68, 3.69], [-3.20, 1.34, -4.50], [-3.22, -1.13, -4.44], [6.00, 1.45, 1.93], [3.60, 2.32, -5.04], [2.73, -2.77, 5.18], [3.48, 6.47, 0.32], [-5.91, -0.49, 1.33], [-1.33, 2.80, 3.39], [-1.12, -3.43, -3.05], [-3.70, 2.49, 3.55], [-2.66, 1.59, 1.69], [1.43, 2.77, -2.88], [-1.38, 2.14, 4.93], [-0.41, -2.50, -1.25], [-1.73, 1.39, -3.41]], "de_lowest_kj_mol": 14.9, "homo_energy_ev": -9.06, "e_lumo_ev": 0.064, "total_energy_ha": -2141.43778, "smiles": "NC(N)=O.NC(N)=O.NC(N)=O.NC(N)=O.CCO.CCO.CCO.CCO.CCO.CCO.CCO.CCO"}